[1]
Below is the molecule C6H9N, with properties calculated with the ωB97M-V functional and the def2-TZVPD basis.

```
16
Properties=species:S:1:pos:R:3:lowdin_charge:R:1
C 2.08 -0.37 0.05 -0.096
C -0.07 0.48 0.82 -0.442
C -0.23 1.38 -0.36 -0.035
C -0.19 -0.16 -0.95 -0.238
C -1.47 -0.70 -0.55 -0.003
C -1.33 -0.44 0.89 0.039
H 2.04 0.84 -0.26 0.124
H 2.85 -0.95 0.78 0.132
H 2.21 -0.82 -0.94 0.062
H 0.24 0.83 1.74 0.115
H 0.63 2.20 -0.45 0.135
H -1.24 1.77 -0.57 0.101
H 0.18 -0.23 -1.90 0.102
H -2.19 -1.09 -1.19 0.072
H -2.28 -0.17 1.58 0.132
N 0.70 -0.50 0.26 -0.200
```

Output
Relative energy (zero: lowest compared OMol25 entry of this formula, charge and spin), kJ/mol: 643.5
Highest occupied orbital energy, eV: -8.02

[2]
Below is a cluster of 3 separate species, C18H43ClN3O10P2 in total, with properties calculated with the ωB97M-V functional and the def2-TZVPD basis.

```
77
Properties=species:S:1:pos:R:3:lowdin_charge:R:1
N 1.22 -1.58 -1.97 -0.315
P -0.18 -2.33 -2.15 0.753
C -1.38 -1.46 -3.31 -0.625
O -2.40 -2.37 -3.57 -0.085
C -1.98 -0.28 -2.48 -0.705
O -1.19 0.42 -1.83 -0.045
O -3.22 -0.13 -2.57 -0.028
N -0.64 -0.98 -4.49 -0.263
C -1.48 -0.29 -5.47 -0.220
C -1.55 1.24 -5.24 -0.175
C -0.17 1.94 -5.22 -0.196
C 0.48 1.94 -3.83 -0.298
N 1.79 2.64 -3.86 -0.006
P 0.42 -2.14 -5.13 0.608
O 0.88 -1.40 -6.54 -0.350
Cl -0.72 -3.77 -5.95 0.103
H 1.30 -1.27 -1.01 -0.072
H 0.05 -3.64 -2.63 -0.013
H -0.83 -2.38 -0.90 0.017
H -3.19 -1.88 -3.85 0.085
H -2.52 -0.65 -5.46 0.115
H -1.13 -0.42 -6.49 0.096
H -2.12 1.64 -6.08 0.104
H -2.14 1.48 -4.35 0.102
H -0.35 2.99 -5.45 0.100
H 0.49 1.51 -5.98 0.101
H -0.21 2.41 -3.12 0.099
H 0.63 0.92 -3.47 0.076
H 2.03 2.83 -2.89 0.038
H 2.48 1.95 -4.13 0.055
H 0.95 -2.12 -7.17 0.017
C 0.19 -3.60 6.95 -0.123
O -0.25 -2.78 5.89 -0.198
C 0.80 -2.26 5.10 -0.198
C 0.38 -2.10 3.65 -0.177
O 0.29 -3.32 2.92 -0.123
C -0.76 -4.22 3.22 -0.186
C -2.13 -3.77 2.76 -0.201
O -2.62 -2.71 3.57 -0.202
C -3.33 -1.73 2.83 -0.103
H 0.68 -3.00 7.73 0.085
H -0.68 -4.10 7.37 0.086
H 0.89 -4.36 6.59 0.085
H 1.68 -2.91 5.15 0.123
H 1.07 -1.27 5.49 0.126
H 1.16 -1.53 3.15 0.128
H -0.54 -1.52 3.56 0.120
H -0.77 -4.49 4.28 0.116
H -0.52 -5.13 2.67 0.126
H -2.83 -4.61 2.84 0.125
H -2.07 -3.46 1.71 0.120
H -2.74 -1.38 1.97 0.089
H -3.50 -0.89 3.49 0.087
H -4.29 -2.12 2.48 0.088
C -1.44 2.80 0.57 -0.108
O -0.20 2.46 1.16 -0.201
C 0.61 1.67 0.30 -0.202
C 2.08 1.96 0.51 -0.170
O 2.53 3.20 -0.03 -0.130
C 2.09 4.40 0.58 -0.189
C 2.74 4.69 1.92 -0.202
O 2.24 3.84 2.95 -0.196
C 3.23 3.44 3.87 -0.124
H -2.10 1.93 0.49 0.084
H -1.90 3.56 1.20 0.080
H -1.29 3.23 -0.43 0.087
H 0.35 1.85 -0.75 0.098
H 0.42 0.61 0.52 0.120
H 2.64 1.20 -0.04 0.126
H 2.36 1.87 1.56 0.113
H 1.01 4.45 0.65 0.121
H 2.40 5.20 -0.10 0.126
H 2.51 5.73 2.21 0.123
H 3.83 4.59 1.83 0.121
H 4.11 3.03 3.35 0.086
H 2.80 2.66 4.49 0.085
H 3.54 4.28 4.50 0.084
```

Output
Charge: -1
Highest occupied orbital energy, eV: -5.07

[3]
Below is a structure of composition C32H76Cl8N4, with properties calculated with the ωB97M-V functional and the def2-TZVPD basis.

```
120
Properties=species:S:1:pos:R:3:lowdin_charge:R:1
Cl -10.27 -24.17 -11.96 0.601
C -10.02 -23.25 -10.51 -0.734
C -10.87 -23.66 -9.40 -0.615
Cl -12.66 -23.63 -9.67 0.540
H -10.02 -22.21 -10.88 0.064
H -9.05 -23.57 -10.22 0.053
H -10.95 -22.99 -8.56 0.032
H -10.65 -24.74 -9.10 0.103
Cl -14.61 -14.43 -5.67 0.544
C -14.44 -15.26 -4.07 -0.591
C -13.03 -15.92 -4.06 -0.629
Cl -12.68 -16.66 -2.41 0.479
H -15.25 -16.10 -4.25 0.106
H -14.55 -14.75 -3.31 -0.043
H -11.93 -15.14 -4.23 0.165
H -12.80 -16.66 -4.87 0.034
Cl -16.66 -19.51 -9.29 0.572
C -16.82 -20.88 -10.47 -0.543
C -15.86 -22.06 -10.21 -0.505
Cl -16.14 -22.49 -8.43 0.495
H -16.58 -20.52 -11.21 -0.099
H -17.85 -21.15 -10.34 0.076
H -14.91 -21.84 -10.28 -0.053
H -16.17 -23.05 -10.86 0.150
Cl -12.29 -21.76 -1.39 0.539
C -10.93 -22.23 -2.46 -0.569
C -11.08 -21.17 -3.68 -0.672
Cl -9.74 -21.41 -4.77 0.580
H -11.11 -23.40 -2.94 0.157
H -10.14 -22.23 -1.87 -0.021
H -11.05 -20.18 -3.37 0.035
H -11.93 -21.24 -4.27 -0.002
C -16.89 -22.12 -2.98 -0.074
C -17.42 -21.62 -1.59 -0.235
N -17.01 -20.30 -1.16 -0.220
C -17.94 -19.64 -0.29 -0.298
C -18.45 -20.41 0.79 -0.124
C -15.65 -20.22 -0.62 -0.240
C -15.09 -18.78 -0.27 -0.080
H -16.85 -21.48 -3.73 -0.021
H -17.24 -23.20 -3.36 0.120
H -15.84 -22.47 -2.90 0.060
H -16.99 -22.41 -0.81 0.140
H -18.37 -21.86 -1.57 0.051
H -18.87 -19.63 -0.97 0.146
H -17.85 -18.64 -0.26 0.087
H -18.50 -21.47 0.91 0.086
H -19.36 -20.01 1.19 0.081
H -17.89 -20.31 1.66 0.049
H -15.05 -20.76 -1.49 0.093
H -15.72 -20.94 0.34 0.146
H -15.11 -18.05 -1.15 0.059
H -14.00 -18.86 -0.26 0.044
H -15.64 -18.42 0.60 0.062
C -14.74 -19.45 -4.39 -0.024
C -14.81 -19.25 -5.99 -0.162
N -13.50 -18.76 -6.53 -0.115
C -12.62 -19.68 -6.99 -0.407
C -13.00 -20.60 -7.90 -0.125
C -13.79 -17.70 -7.60 -0.154
C -12.56 -16.96 -8.14 0.000
H -15.67 -19.80 -3.95 0.028
H -14.59 -18.53 -3.96 -0.005
H -14.11 -20.45 -4.03 0.121
H -15.51 -18.51 -6.17 0.083
H -15.23 -20.05 -6.49 0.051
H -12.65 -20.25 -6.06 0.100
H -11.58 -19.45 -7.19 0.133
H -14.09 -20.80 -7.90 0.053
H -12.37 -21.42 -7.60 0.073
H -12.64 -20.29 -8.85 0.073
H -14.36 -17.08 -7.20 0.010
H -14.35 -18.09 -8.31 0.025
H -12.15 -16.73 -7.36 -0.019
H -12.74 -16.29 -8.90 0.067
H -11.80 -17.54 -8.45 0.029
C -13.01 -14.73 -13.34 -0.064
C -12.95 -16.14 -12.67 -0.177
N -14.34 -16.81 -12.83 -0.171
C -14.36 -18.28 -12.66 -0.295
C -13.63 -18.79 -11.60 -0.150
C -15.42 -16.23 -11.95 -0.247
C -16.81 -16.39 -12.55 -0.073
H -11.94 -14.33 -13.51 0.094
H -13.36 -13.91 -12.59 0.100
H -13.40 -14.70 -14.21 -0.015
H -12.67 -16.00 -11.67 0.077
H -12.30 -16.74 -13.09 0.043
H -13.59 -18.63 -13.54 0.152
H -15.32 -18.68 -13.13 0.134
H -12.80 -18.32 -11.13 0.071
H -13.12 -19.59 -11.85 0.033
H -14.40 -18.99 -10.84 0.056
H -15.23 -15.14 -12.01 0.093
H -15.06 -16.54 -10.90 0.132
H -16.79 -15.84 -13.57 0.113
H -17.44 -15.98 -11.92 0.008
H -17.01 -17.44 -12.83 0.068
C -6.19 -20.90 -11.67 -0.075
C -6.64 -20.35 -10.32 -0.250
N -8.10 -20.18 -10.24 -0.250
C -8.72 -20.27 -9.05 -0.371
C -8.19 -19.60 -7.93 -0.113
C -8.39 -18.99 -11.02 -0.200
C -9.86 -18.81 -11.48 -0.054
H -5.13 -21.19 -11.77 0.086
H -6.46 -20.24 -12.36 -0.001
H -6.84 -21.87 -11.71 0.117
H -6.15 -19.36 -10.12 0.129
H -6.44 -21.17 -9.62 0.121
H -8.46 -21.38 -8.96 0.138
H -9.80 -20.10 -9.09 0.130
H -7.14 -19.38 -7.59 0.107
H -8.66 -20.21 -7.23 0.016
H -8.60 -18.59 -7.65 0.095
H -7.69 -18.84 -11.83 0.101
H -8.34 -18.30 -10.13 0.126
H -10.27 -19.75 -11.23 0.039
H -10.07 -18.37 -12.41 0.062
H -10.48 -18.27 -10.77 0.047
```

Output
Relative energy (zero: lowest compared OMol25 entry of this formula, charge and spin), kJ/mol: 1750.6
Highest occupied orbital energy, eV: -8.02

[4]
Below is the molecule C6H16N2, with properties calculated with the ωB97M-V functional and the def2-TZVPD basis.

```
24
Properties=species:S:1:pos:R:3:lowdin_charge:R:1
C 1.40 1.20 2.94 -0.113
C 0.70 0.28 1.96 -0.225
C 0.96 0.64 0.46 -0.246
N -0.19 1.09 -0.30 -0.050
C -0.75 0.19 -1.32 -0.404
C 0.25 -0.05 -2.45 -0.049
C -1.25 -1.10 -0.67 -0.266
N -2.06 -1.92 -1.56 0.003
H 0.71 1.56 3.71 0.063
H 2.19 0.78 3.57 0.069
H 1.74 2.11 2.44 0.066
H 0.97 -0.77 2.02 0.095
H -0.39 0.33 2.06 0.092
H 1.37 -0.25 -0.04 0.090
H 1.81 1.33 0.37 0.103
H -0.93 1.38 0.32 0.100
H -1.61 0.71 -1.72 0.137
H 1.23 -0.24 -2.04 0.065
H -0.05 -0.90 -3.07 0.068
H 0.38 0.86 -3.04 0.080
H -0.47 -1.67 -0.14 0.110
H -1.91 -0.80 0.15 0.107
H -1.65 -2.01 -2.48 0.044
H -2.45 -2.76 -1.18 0.061
```

Output
SMILES string: CCCN[C@@H](C)CN
Relative energy (zero: lowest compared OMol25 entry of this formula, charge and spin), kJ/mol: 109.2
Highest occupied orbital energy, eV: -8.42

[5]
Below is the molecule C4H6N2, with properties calculated with the ωB97M-V functional and the def2-TZVPD basis.

```
12
Properties=species:S:1:pos:R:3:lowdin_charge:R:1
N 2.39 -0.32 -1.42 0.145
C 1.43 -0.22 -0.78 -0.161
C 0.25 0.09 0.02 -0.535
N 0.45 1.07 1.05 0.083
C -1.07 0.06 -0.71 -0.074
C -0.77 -0.98 0.32 -0.075
H 1.02 0.68 1.79 0.090
H 0.95 1.87 0.67 0.089
H -1.03 -0.24 -1.76 0.110
H -1.77 0.85 -0.47 0.109
H -1.26 -0.86 1.28 0.109
H -0.59 -2.00 0.01 0.110
```

Output
SMILES string: N#CC1(N)CC1
Relative energy (zero: lowest compared OMol25 entry of this formula, charge and spin), kJ/mol: 123.6
Highest occupied orbital energy, eV: -10.31

[6]
Below is the molecule CH4Cl2N2OS2, with properties calculated with the ωB97M-V functional and the def2-TZVPD basis.

```
12
Properties=species:S:1:pos:R:3:lowdin_charge:R:1
N -1.45 -1.20 0.10 -0.191
S -1.21 0.35 -0.24 0.134
O -1.96 0.67 -1.43 -0.368
S -1.47 1.44 1.32 0.289
N 0.32 0.38 -0.74 -0.273
C 1.58 0.24 0.33 -1.129
Cl 2.91 1.11 -0.43 0.623
Cl 1.71 -1.44 0.63 0.664
H -1.34 -1.50 1.09 0.065
H -0.93 -2.02 -0.46 0.142
H 0.39 1.14 -1.36 0.043
H 1.45 0.81 1.20 0.000
```

Output
SMILES string: N[S@@](=O)(=S)NC(Cl)Cl
Relative energy (zero: lowest compared OMol25 entry of this formula, charge and spin), kJ/mol: 0.0
Highest occupied orbital energy, eV: -9.35